Entry 1:
An isolated molecule of C4H6O2, computed with ωB97M-V/def2-TZVPD.

ORCA input file:
```
! wB97M-V def2-TZVPD RIJCOSX def2/J DEFGRID3
* xyz 0 1
O -0.684 0.926 0.201
O 1.572 1.122 0.084
C -1.020 -1.506 0.201
C 1.216 -0.214 0.188
C -0.107 -0.339 0.226
C 0.355 1.717 -0.330
H 0.279 1.675 -1.431
H -1.739 -1.471 1.025
H -1.586 -1.507 -0.738
H -0.446 -2.434 0.259
H 2.004 -0.947 0.274
H 0.291 2.740 0.039
*
```

- SMILES = CC1=COCO1
- max |F| (eV/Å) = 0.41
- Kohn-Sham gap (eV) = 9.192


Entry 2:
A structure of composition C25H57AsN4O3OsSSi3, computed with ωB97M-V/def2-TZVPD.

ORCA input file:
```
! wB97M-V def2-TZVPD RIJCOSX def2/J DEFGRID3
* xyz 4 1
Os -0.329 -0.348 0.357
As 0.547 1.852 0.350
S -0.509 -3.473 -1.177
Si -0.103 3.677 -1.885
Si -0.671 3.267 2.223
Si 3.530 2.546 0.520
O 0.000 -2.020 -1.238
O 1.760 -0.931 1.081
O -0.183 -0.173 2.782
N -3.980 -2.609 1.036
N -3.955 -0.730 -1.547
N -1.916 -1.881 1.268
N -2.012 -0.081 -0.771
C -1.228 -2.754 -3.816
C -3.420 -3.323 2.054
C 0.051 -3.137 -4.554
C -3.431 0.134 -2.471
C -3.073 -0.856 -0.541
C -0.646 5.043 1.608
C -2.344 2.384 2.139
C 0.641 5.389 -1.893
C 1.793 -1.471 2.403
C -1.587 -3.666 -2.650
C 4.175 1.532 -0.908
C 1.126 -0.451 3.288
C 2.570 -1.681 0.159
C -2.221 0.523 -1.987
C 0.703 2.469 -3.088
C -3.048 -1.746 0.580
C 3.258 4.367 0.207
C -1.955 3.688 -1.549
C 3.957 2.064 2.271
C 1.216 -5.528 -0.538
C 0.013 -6.411 -0.213
C -1.229 -0.252 3.763
C -2.139 -2.863 2.186
C 0.931 -4.521 -1.648
C 0.317 3.122 3.815
H 1.267 -2.431 2.432
H -3.948 -4.092 2.590
H 0.853 1.470 -2.679
H -0.976 5.685 2.429
H 2.397 -1.284 -0.838
H 1.105 3.876 3.847
H 0.673 -5.036 -2.571
H -2.268 4.696 -1.275
H -1.320 5.228 0.774
H 0.355 5.378 1.336
H -2.752 2.274 3.146
H -0.340 -6.928 -1.106
H -1.390 -3.193 2.884
H 3.249 2.457 3.003
H 0.518 5.939 -0.961
H -3.067 2.971 1.572
H 4.932 2.497 2.520
H -1.161 0.585 4.461
H -2.176 -0.200 3.232
H 0.936 -2.945 -3.948
H 2.258 4.706 0.474
H 0.142 -2.545 -5.463
H -1.154 -1.726 -3.450
H 2.304 -2.738 0.184
H 0.043 -4.184 -4.857
H 1.765 -3.844 -1.826
H 4.427 0.515 -0.613
H -0.337 3.325 4.667
H 1.673 2.863 -3.395
H -1.176 -1.185 4.324
H -2.068 -2.797 -4.512
H 5.099 1.990 -1.278
H -4.851 -1.189 -1.637
H -1.545 -4.722 -2.921
H 3.481 1.493 -1.747
H 1.557 -5.014 0.366
H -2.517 3.433 -2.450
H 3.621 -1.577 0.434
H 1.097 -0.832 4.311
H 0.757 2.141 3.976
H 4.051 0.987 2.404
H -4.941 -2.700 0.736
H 2.041 -6.166 -0.860
H 3.448 4.617 -0.836
H -3.941 0.390 -3.383
H 0.111 2.378 -4.003
H 1.703 0.478 3.271
H 1.692 5.417 -2.173
H 0.289 -7.167 0.519
H 0.104 5.962 -2.660
H -2.269 3.006 -0.759
H 3.973 4.942 0.802
H -2.592 -3.445 -2.285
H 2.830 -1.628 2.711
H -0.816 -5.834 0.205
H -1.486 1.161 -2.436
H -2.264 1.392 1.697
*
```

- max |F| (eV/Å) = 3.71
- Kohn-Sham gap (spin up / spin down) (eV) = 4.842 / 4.773


Entry 3:
An isolated molecule of C10H19NO6S, computed with ωB97M-V/def2-TZVPD.

ORCA input file:
```
! wB97M-V def2-TZVPD RIJCOSX def2/J DEFGRID3
* xyz 0 1
S 2.668 -0.425 -1.470
O 3.868 -0.351 -0.713
O 2.513 0.339 -2.669
O 2.453 -1.962 -1.851
O 1.875 0.990 2.376
O -0.452 -0.867 1.106
O -3.931 -0.999 0.554
N 1.557 1.327 0.140
C 1.144 2.419 -0.750
C 0.039 2.394 1.896
C -1.528 -1.155 0.229
C 1.180 -2.519 -1.467
C 1.221 1.528 1.523
C -2.908 0.848 -0.455
C 1.215 0.014 -0.409
C 1.102 -2.483 0.046
C -2.718 -0.252 0.569
C 0.863 -1.074 0.612
H 1.160 -3.534 -1.853
H 0.410 0.136 -1.139
H -2.550 0.177 1.562
H 1.642 2.293 -1.707
H -1.250 -1.018 -0.822
H -1.842 -2.199 0.338
H 0.384 -3.196 0.448
H -3.940 -1.600 1.305
H -0.808 1.726 2.056
H -0.227 3.159 1.175
H 0.059 2.460 -0.902
H 0.381 -1.967 -1.969
H 2.082 -2.809 0.401
H 1.462 3.367 -0.321
H -1.983 1.404 -0.613
H -3.204 0.388 -1.400
H 1.501 -0.954 1.482
H 0.269 2.871 2.846
H -3.706 1.524 -0.155
*
```

- SMILES = CC(=O)N(C)[C@@H]1[C@@H](OC[C@@H](C)O)CCOS1(=O)=O
- max |F| (eV/Å) = 1.28
- Kohn-Sham gap (eV) = 10.210


Entry 4:
A structure of composition ClH2Na4O5, computed with ωB97M-V/def2-TZVPD.

ORCA input file:
```
! wB97M-V def2-TZVPD RIJCOSX def2/J DEFGRID3
* xyz 3 1
Cl 0.014 1.224 -0.316
Na 4.451 -2.158 -0.798
Na -4.807 0.492 0.199
Na -0.653 0.199 -5.115
Na 3.351 5.250 -0.182
O 1.146 0.414 -0.711
O -0.858 0.415 0.528
O -0.694 1.611 -1.484
O -0.704 -3.689 2.541
O 0.447 2.484 0.327
H -0.406 -2.973 3.102
H -1.288 -3.271 1.908
*
```

- max |F| (eV/Å) = 2.19
- Kohn-Sham gap (eV) = 7.820


Entry 5:
An isolated molecule of CH2BF3, computed with ωB97M-V/def2-TZVPD.

ORCA input file:
```
! wB97M-V def2-TZVPD RIJCOSX def2/J DEFGRID3
* xyz 0 1
F -2.792 -1.098 -0.576
F -2.599 1.034 -0.704
F -2.636 0.078 1.243
C -2.159 -0.035 -0.029
B -0.212 0.102 0.011
H 0.077 -0.410 1.130
H 0.108 0.679 -0.937
*
```

- SMILES = BC(F)(F)F
- max |F| (eV/Å) = 5.22
- Kohn-Sham gap (eV) = 9.989


Entry 6:
A cluster of 2 separate species, C5H9NO4 in total, computed with ωB97M-V/def2-TZVPD.

ORCA input file:
```
! wB97M-V def2-TZVPD RIJCOSX def2/J DEFGRID3
* xyz 0 1
O -1.339 -1.863 -2.098
O -0.679 -0.337 -0.018
O -2.060 -0.527 2.316
O -3.175 -1.184 0.508
N -2.564 -0.409 1.214
C 0.629 -0.206 -0.409
C 1.056 0.632 1.894
C 0.402 -0.058 -1.932
C -1.019 -0.710 -1.916
C 1.334 0.862 0.410
H 0.992 1.850 0.079
H -1.747 0.119 -2.002
H 0.330 1.014 -2.161
H 1.337 -1.069 -0.348
H 1.146 -0.567 -2.549
H 0.010 0.843 2.120
H 1.709 1.232 2.530
H 2.410 0.797 0.220
H 1.226 -0.419 2.143
*
```

- max |F| (eV/Å) = 2.82
- Kohn-Sham gap (spin up / spin down) (eV) = 8.208 / 6.946


Q: Which formula does entry 3 have?
A: C10H19NO6S


Q: What is the max |F| in the fifth record?
A: 5.22 eV/Å


Q: The lowest max |F| belongs to which entry?
A: C4H6O2